Record 1
{
  "formula": "CH3BrOS",
  "method": "ωB97M-V/def2-TZVPD",
  "lumo_energy_ev": [-1.54, -3.63],
  "gap_ev": [7.510, 5.726],
  "relative_energy_kj_mol": 245.2,
  "multiplicity": 1,
  "symbols": ["H", "C", "O", "H", "Br", "S", "H"],
  "positions_angstrom": [[-0.365, -0.699, 0.399], [0.098, 0.305, 0.472], [1.018, 0.174, 1.544], [-0.673, 0.971, 0.718], [1.102, -3.761, -0.854], [2.453, -0.390, 1.165], [0.734, 0.583, -0.395]]
}

=====

Record 2
{
  "formula": "CH3Cl2",
  "method": "ωB97M-V/def2-TZVPD",
  "lumo_energy_ev": [0.87, -0.30],
  "gap_ev": [9.490, 10.663],
  "relative_energy_kj_mol": 86.4,
  "multiplicity": 2,
  "symbols": ["H", "Cl", "Cl", "C", "H", "H"],
  "positions_angstrom": [[-0.825, 0.441, -1.399], [-2.001, 0.824, -1.578], [2.010, -0.622, 0.098], [0.722, -0.303, 0.972], [0.351, 0.849, 1.071], [-0.256, -1.190, 0.836]]
}

=====

Record 3
{
  "formula": "CH3Cl2FN2O2S2",
  "method": "ωB97M-V/def2-TZVPD",
  "lumo_energy_ev": -2.04,
  "gap_ev": 7.873,
  "relative_energy_kj_mol": 360.8,
  "multiplicity": 1,
  "symbols": ["S", "O", "N", "H", "F", "C", "N", "H", "Cl", "Cl", "S", "H", "O"],
  "positions_angstrom": [[1.093, 0.848, 1.044], [-0.168, 0.895, 1.637], [2.010, -0.400, 1.208], [1.575, 0.211, -1.052], [-2.491, -0.490, -1.489], [-1.829, -0.695, -0.279], [0.512, 0.335, -0.971], [-1.684, 0.414, 0.097], [1.285, -1.753, 1.898], [-0.024, 1.362, -2.553], [-0.103, -1.185, -0.758], [-2.137, -1.509, 0.389], [1.963, 1.967, 0.828]]
}

=====

Record 4
{
  "formula": "CH3Cl2NO",
  "method": "ωB97M-V/def2-TZVPD",
  "lumo_energy_ev": [0.62, -4.69],
  "gap_ev": [5.258, 5.712],
  "relative_energy_kj_mol": 168.6,
  "multiplicity": 3,
  "symbols": ["O", "C", "H", "Cl", "H", "N", "H", "Cl"],
  "positions_angstrom": [[1.363, -0.474, -0.391], [0.342, 0.325, -0.792], [-1.379, -0.268, 0.183], [-0.567, -0.489, -2.072], [1.839, -0.772, -1.183], [-0.726, 0.429, 0.402], [-0.131, 0.225, 1.231], [0.697, 1.873, -1.367]]
}

=====

Record 5
{
  "formula": "CH3Cl2OP",
  "method": "ωB97M-V/def2-TZVPD",
  "lumo_energy_ev": [-0.30, -0.30],
  "gap_ev": [8.843, 8.844],
  "relative_energy_kj_mol": 603.8,
  "multiplicity": 1,
  "symbols": ["Cl", "Cl", "C", "O", "H", "H", "P", "H"],
  "positions_angstrom": [[1.265, 1.646, -1.743], [2.164, -0.725, -0.307], [0.826, 0.385, -0.682], [-0.027, 0.759, 0.290], [-1.739, 0.256, 1.921], [-0.400, -0.948, -1.305], [-0.576, -0.429, 1.355], [-1.514, -0.945, 0.470]]
}

=====

Record 6
{
  "formula": "CH3Cl2P",
  "method": "ωB97M-V/def2-TZVPD",
  "lumo_energy_ev": -2.16,
  "gap_ev": 7.746,
  "relative_energy_kj_mol": 337.9,
  "multiplicity": 1,
  "symbols": ["H", "H", "Cl", "Cl", "H", "P", "C"],
  "positions_angstrom": [[0.097, 1.129, -0.281], [0.351, 0.102, -1.663], [-3.064, -0.134, 0.004], [2.050, -0.472, -0.131], [-0.074, -0.749, 1.107], [-0.424, -1.420, -0.015], [0.422, 0.147, -0.620]]
}

=====

Record 7
{
  "formula": "CH3ClIN",
  "method": "ωB97M-V/def2-TZVPD",
  "lumo_energy_ev": 0.54,
  "gap_ev": 10.569,
  "smiles": "C=NCl.I",
  "relative_energy_kj_mol": 135.0,
  "multiplicity": 1,
  "symbols": ["I", "Cl", "H", "H", "C", "H", "N"],
  "positions_angstrom": [[2.957, 0.695, -0.327], [-1.558, -1.977, 0.333], [1.758, -0.302, -0.366], [-1.662, 0.724, 0.688], [-0.759, 0.453, 0.204], [-0.177, 1.117, -0.318], [-0.559, -0.710, -0.214]]
}

=====

Record 8
{
  "formula": "CH3ClN2",
  "method": "ωB97M-V/def2-TZVPD",
  "lumo_energy_ev": [0.26, 0.27],
  "gap_ev": [8.392, 8.858],
  "relative_energy_kj_mol": 447.2,
  "multiplicity": 1,
  "symbols": ["H", "H", "Cl", "C", "N", "H", "N"],
  "positions_angstrom": [[1.297, -1.076, -0.852], [-2.446, 1.338, 0.055], [1.718, 1.059, -0.169], [1.456, -0.579, 0.056], [-1.635, 0.643, 0.209], [1.268, -0.949, 0.989], [-1.657, -0.436, -0.287]]
}

=====

Record 9
{
  "formula": "CH3ClN2O",
  "method": "ωB97M-V/def2-TZVPD",
  "lumo_energy_ev": 0.52,
  "gap_ev": 10.753,
  "smiles": "O=CNNCl",
  "relative_energy_kj_mol": 169.6,
  "multiplicity": 1,
  "symbols": ["Cl", "C", "H", "H", "H", "N", "N", "O"],
  "positions_angstrom": [[2.294, -0.298, -0.458], [-0.996, -0.346, -0.489], [-1.969, 0.032, -0.923], [0.902, -0.509, 1.249], [-0.564, 1.585, 0.177], [-0.246, 0.699, 0.052], [1.244, 0.323, 0.737], [-0.665, -1.486, -0.345]]
}

=====

Record 10
{
  "formula": "CH3ClN2O2",
  "method": "ωB97M-V/def2-TZVPD",
  "lumo_energy_ev": [-1.26, -0.55],
  "gap_ev": [7.725, 9.289],
  "relative_energy_kj_mol": 522.6,
  "multiplicity": 1,
  "symbols": ["Cl", "H", "O", "N", "N", "C", "O", "H", "H"],
  "positions_angstrom": [[1.492, 1.371, 1.069], [2.016, 1.468, -1.183], [-0.423, 0.278, 1.191], [-0.663, -0.148, 0.080], [-1.494, -0.841, -0.497], [1.969, 0.797, -0.466], [-2.693, -1.064, 0.257], [2.728, 0.084, -0.413], [-2.932, -1.946, -0.038]]
}

=====

Record 11
{
  "formula": "CH3ClN2O2",
  "method": "ωB97M-V/def2-TZVPD",
  "lumo_energy_ev": [-0.26, -0.63],
  "gap_ev": [8.767, 8.044],
  "relative_energy_kj_mol": 380.8,
  "multiplicity": 1,
  "symbols": ["N", "H", "C", "Cl", "H", "N", "H", "O", "O"],
  "positions_angstrom": [[2.363, -0.780, 0.499], [-1.519, 0.233, -1.018], [-1.252, -0.014, -0.059], [-1.204, -1.789, -0.203], [0.271, 0.617, 1.048], [-0.073, 0.744, 0.147], [-1.942, 0.259, 0.730], [2.373, -0.190, -0.485], [0.983, 0.920, -0.659]]
}

=====

Record 12
{
  "formula": "CH3ClN3O",
  "method": "ωB97M-V/def2-TZVPD",
  "lumo_energy_ev": -6.19,
  "gap_ev": 9.702,
  "smiles": "[H]/N=[N+](Cl)/N=C\\O",
  "relative_energy_kj_mol": 33.5,
  "charge": 1,
  "multiplicity": 1,
  "symbols": ["C", "Cl", "N", "N", "H", "N", "H", "O", "H"],
  "positions_angstrom": [[1.360, -0.264, 0.096], [-1.984, -1.218, -1.126], [0.078, -0.663, 0.539], [-1.630, 0.743, 0.727], [-2.597, 0.865, 0.585], [-1.119, -0.200, 0.203], [2.311, 0.849, -1.066], [1.493, 0.580, -0.785], [2.088, -0.693, 0.827]]
}

=====

What did the ninth record say?
{
  "formula": "CH3ClN2O",
  "method": "ωB97M-V/def2-TZVPD",
  "lumo_energy_ev": 0.52,
  "gap_ev": 10.753,
  "smiles": "O=CNNCl",
  "relative_energy_kj_mol": 169.6,
  "multiplicity": 1,
  "symbols": ["Cl", "C", "H", "H", "H", "N", "N", "O"],
  "positions_angstrom": [[2.294, -0.298, -0.458], [-0.996, -0.346, -0.489], [-1.969, 0.032, -0.923], [0.902, -0.509, 1.249], [-0.564, 1.585, 0.177], [-0.246, 0.699, 0.052], [1.244, 0.323, 0.737], [-0.665, -1.486, -0.345]]
}

=====

Question: Among the records above, which one has the highest multiplicity?
Answer: CH3Cl2NO

=====

Question: Which formula does entry 11 have?
Answer: CH3ClN2O2